No. 1
# C5H12OS

A 2-piece molecular cluster, C5H12OS overall (ωB97M-V/def2-TZVPD, OMol25).

ORCA input file:
```
! wB97M-V def2-TZVPD RIJCOSX def2/J DEFGRID3
* xyz 0 1
C 1.718 0.723 1.084
C 0.953 1.658 0.527
O -0.327 1.861 1.000
C 1.360 2.472 -0.658
H 2.696 0.558 0.660
H 1.383 0.159 1.940
H -0.573 2.752 0.732
H 2.360 2.238 -1.003
H 0.610 2.382 -1.446
H 1.375 3.541 -0.402
C -2.244 -2.526 0.621
S -1.628 -2.860 -1.062
C -0.362 -1.583 -1.180
H -2.260 -1.451 0.784
H -1.605 -3.008 1.355
H -3.258 -2.909 0.704
H -0.109 -1.512 -2.235
H -0.606 -0.592 -0.799
H 0.517 -1.902 -0.622
*
```

Values from the calculation:
- F_max (eV/Å) = 0.9
- LUMO level (eV) = 0.716
- E (Ha) = -671.0961
- orbital gap (eV) = 9.01
- SMILES = C=C(C)O.CSC


No. 2
# C4H4OSe

One molecule with the formula C4H4OSe (ωB97M-V/def2-TZVPD, OMol25).

ORCA input file:
```
! wB97M-V def2-TZVPD RIJCOSX def2/J DEFGRID3
* xyz 0 1
C -0.083 0.084 1.421
C -1.016 0.232 0.317
C 1.139 -0.199 0.965
C 0.030 -0.180 -0.864
O 1.215 -0.385 -0.385
Se -0.393 -0.645 -2.673
H -0.383 0.375 2.463
H -2.078 0.305 0.246
H 1.987 -0.320 1.581
H -0.418 0.734 -3.072
*
```

Values from the calculation:
- F_max (eV/Å) = 7.8
- LUMO level (eV) = 0.771
- E (Ha) = -2631.3897
- orbital gap (eV) = 9.03
- SMILES = [SeH]c1ccco1


No. 3
# C8H9N2O2S2

An isolated ion of composition C8H9N2O2S2 and charge +1 (ωB97M-V/def2-TZVPD, OMol25).

ORCA input file:
```
! wB97M-V def2-TZVPD RIJCOSX def2/J DEFGRID3
* xyz 1 1
C 0.364 2.973 -0.296
C -0.918 3.269 -0.091
C -1.783 2.177 0.366
C -1.489 0.954 0.721
C 1.025 0.728 0.288
C -1.453 -2.952 0.511
C -1.428 -1.691 0.113
C -1.246 -1.193 -1.271
N 0.893 1.862 -0.064
N 3.610 0.304 0.528
O 1.984 -1.495 1.212
O 2.178 -0.928 -1.194
S -1.646 -0.483 1.445
S 2.274 -0.566 0.182
H -1.353 4.231 -0.289
H -2.840 2.432 0.317
H -1.551 -3.239 1.542
H -1.356 -3.754 -0.198
H -1.446 -2.005 -1.961
H -1.912 -0.363 -1.498
H -0.215 -0.874 -1.431
H 4.147 -0.022 1.313
H 4.159 0.634 -0.246
*
```

Values from the calculation:
- F_max (eV/Å) = 1.1
- LUMO level (alpha / beta) (eV) = -5.125 / -5.125
- E (Ha) = -1366.0977
- orbital gap (alpha / beta) (eV) = 7.31 / 7.32


No. 4
# C5H14NS

A 2-piece molecular cluster, C5H14NS overall (ωB97M-V/def2-TZVPD, OMol25).

ORCA input file:
```
! wB97M-V def2-TZVPD RIJCOSX def2/J DEFGRID3
* xyz 1 1
C 0.273 -0.658 -1.649
C 2.083 -0.941 -0.080
C -0.195 -1.203 0.648
C 0.616 0.968 0.070
C -1.945 2.124 0.760
N 0.696 -0.446 -0.253
S -3.242 1.132 0.337
H 0.969 -0.167 -2.326
H 0.248 -1.722 -1.881
H -0.717 -0.234 -1.800
H 2.384 -0.831 0.961
H 2.152 -1.991 -0.361
H 2.762 -0.360 -0.700
H 0.046 -0.971 1.684
H -1.229 -0.924 0.454
H -0.080 -2.274 0.487
H 1.010 1.214 1.041
H 0.888 1.630 -0.730
H -1.624 2.229 1.776
H -1.610 2.820 0.017
H -3.484 0.605 1.545
*
```

Values from the calculation:
- F_max (eV/Å) = 1.2
- LUMO level (alpha / beta) (eV) = -3.505 / -4.501
- E (Ha) = -651.4646
- orbital gap (alpha / beta) (eV) = 9.48 / 6.57


No. 5
# C6H8CaO6

C6H8CaO6 as an isolated structure (ωB97M-V/def2-TZVPD, OMol25).

ORCA input file:
```
! wB97M-V def2-TZVPD RIJCOSX def2/J DEFGRID3
* xyz 1 2
O -0.283 0.634 -1.908
Ca -1.851 -0.904 -2.006
O -1.822 0.537 -3.418
C -0.856 1.271 -3.025
O -0.426 2.320 -3.436
C 0.834 1.227 -1.227
C 1.529 0.203 -0.394
H 1.505 1.641 -1.995
H 0.470 2.065 -0.618
H 1.711 -0.754 -0.896
H 2.485 0.560 -0.002
O -0.393 -2.190 1.760
C -1.262 -1.536 1.023
C 0.493 -1.207 2.327
O -1.567 -1.850 -0.123
O -1.452 -0.335 1.508
C -0.556 -0.139 2.632
H 1.304 -0.371 1.296
H -0.178 0.889 2.600
H -1.102 -0.269 3.573
H 1.418 -1.793 2.331
*
```

Values from the calculation:
- ⟨S²⟩ = 0.78
- F_max (eV/Å) = 3.1
- LUMO level (alpha / beta) (eV) = -4.097 / -4.696
- E (Ha) = -1362.1727
- orbital gap (alpha / beta) (eV) = 7.96 / 8.96


No. 6
# C4H6N2

One molecule with the formula C4H6N2 (ωB97M-V/def2-TZVPD, OMol25).

ORCA input file:
```
! wB97M-V def2-TZVPD RIJCOSX def2/J DEFGRID3
* xyz 0 1
C 0.993 1.344 -1.353
C 0.700 0.361 -0.513
C -0.669 -0.169 -0.283
C -0.968 -0.834 0.970
N -2.132 0.549 -1.971
N -1.504 0.282 -1.090
H 1.977 1.610 -1.705
H 0.146 1.958 -1.646
H 1.572 -0.196 -0.120
H -1.030 0.027 1.744
H -0.031 -1.520 1.301
H -1.928 -1.536 0.931
*
```

Values from the calculation:
- F_max (eV/Å) = 4.2
- LUMO level (eV) = 0.979
- E (Ha) = -265.4121
- orbital gap (eV) = 8.79


No. 7
# C7H12

One molecule with the formula C7H12 (ωB97M-V/def2-TZVPD, OMol25).

ORCA input file:
```
! wB97M-V def2-TZVPD RIJCOSX def2/J DEFGRID3
* xyz 0 1
C 0.673 1.147 2.134
C -0.356 0.601 1.158
C -0.169 1.031 -0.324
C -0.154 -0.448 -0.722
C -0.869 -1.007 -1.912
C 0.619 -1.185 -1.770
C -0.202 -0.886 0.741
H 0.557 2.230 2.261
H 1.689 0.962 1.763
H 0.585 0.679 3.121
H -1.367 0.812 1.522
H -1.004 1.603 -0.745
H 0.760 1.582 -0.510
H -1.202 -0.268 -2.639
H -1.525 -1.870 -1.820
H 1.298 -0.673 -2.445
H 0.954 -2.173 -1.457
H 0.759 -1.309 1.063
H -1.002 -1.573 1.037
*
```

Values from the calculation:
- F_max (eV/Å) = 0.2
- LUMO level (eV) = 1.156
- E (Ha) = -273.8604
- orbital gap (eV) = 10.90
- SMILES = CC1CC2(CC2)C1


No. 8
# C4H6N6

A 2-piece molecular cluster, C4H6N6 overall (ωB97M-V/def2-TZVPD, OMol25).

ORCA input file:
```
! wB97M-V def2-TZVPD RIJCOSX def2/J DEFGRID3
* xyz 0 1
C -1.895 1.851 -0.367
C 0.400 0.344 0.116
C 2.319 -0.051 -1.505
C -1.423 -0.414 1.671
N -3.069 1.693 -0.056
N 1.026 -1.668 -0.433
N 0.016 -1.813 0.418
N -0.828 2.167 -0.791
N 1.241 -0.400 -0.624
N -0.404 -0.553 0.724
H 3.176 -0.701 -1.181
H 2.004 -0.470 -2.447
H 2.630 1.034 -1.414
H -2.354 0.242 1.234
H -1.714 -1.414 2.072
H -1.125 0.156 2.584
*
```

Values from the calculation:
- F_max (eV/Å) = 4.9
- LUMO level (alpha / beta) (eV) = -2.021 / -2.168
- E (Ha) = -484.3090
- orbital gap (alpha / beta) (eV) = 7.12 / 7.06


No. 9
# C15H19NOS

One molecule with the formula C15H19NOS (ωB97M-V/def2-TZVPD, OMol25).

ORCA input file:
```
! wB97M-V def2-TZVPD RIJCOSX def2/J DEFGRID3
* xyz 0 1
C -6.060 -0.377 0.416
H -7.061 -0.282 -0.002
O -5.241 0.459 -0.364
C -3.915 0.542 -0.057
C -3.157 1.395 -0.861
C -1.807 1.547 -0.637
C -1.165 0.851 0.384
C -1.928 0.016 1.184
C -3.288 -0.144 0.975
H -3.843 -0.806 1.623
H -1.458 -0.524 1.995
C 0.322 1.013 0.599
N 1.151 0.731 -0.560
H 0.811 1.245 -1.362
C 1.434 -0.648 -0.912
C 0.212 -1.565 -1.027
H 0.506 -2.524 -1.448
H -0.237 -1.739 -0.053
H -0.539 -1.118 -1.675
C 2.454 -1.222 0.086
C 3.703 -0.411 0.119
C 4.986 -0.856 0.197
C 5.939 0.188 0.227
C 5.359 1.412 0.180
S 3.640 1.318 0.079
H 5.836 2.372 0.179
H 7.001 0.024 0.282
H 5.248 -1.900 0.232
H 2.701 -2.248 -0.196
H 2.005 -1.253 1.083
H 1.926 -0.605 -1.893
H 0.649 0.382 1.426
H 0.529 2.054 0.877
H -1.241 2.223 -1.263
H -3.657 1.931 -1.652
H -6.075 -0.061 1.464
H -5.741 -1.422 0.356
*
```

Values from the calculation:
- F_max (eV/Å) = 0.9
- LUMO level (eV) = 0.787
- E (Ha) = -1111.1348
- orbital gap (eV) = 9.02
- SMILES = COc1ccc(CN[C@H](C)Cc2cccs2)cc1


No. 10
# C21H51F2NNbO

C21H51F2NNbO as an isolated structure (ωB97M-V/def2-TZVPD, OMol25).

ORCA input file:
```
! wB97M-V def2-TZVPD RIJCOSX def2/J DEFGRID3
* xyz -1 1
C 9.146 0.523 -1.692
C 8.024 0.061 -2.602
F 8.277 0.658 -3.840
C 6.632 0.368 -2.089
Nb 4.943 0.798 -3.559
C 3.635 -1.037 -3.373
C 4.242 -2.190 -2.577
C 3.297 -3.351 -2.368
F 2.728 -3.789 -3.557
C 3.813 2.012 -1.964
C 2.294 1.843 -1.972
O 1.803 1.181 -0.800
C 1.574 3.168 -2.150
N 0.138 3.060 -2.441
H 8.937 0.243 -0.665
H 10.096 0.082 -1.987
H 9.239 1.602 -1.770
H 8.117 -1.016 -2.748
H 6.714 1.282 -1.489
H 6.370 -0.423 -1.386
H 5.805 2.311 -4.146
H 5.744 -0.062 -4.983
H 3.706 1.423 -4.773
H 2.656 -0.806 -2.943
H 3.420 -1.402 -4.377
H 4.496 -1.860 -1.569
H 5.146 -2.555 -3.063
H 3.811 -4.210 -1.939
H 2.488 -3.059 -1.701
H 4.057 3.061 -2.140
H 4.230 1.753 -0.989
H 1.968 1.213 -2.797
H 2.236 1.580 -0.046
H 2.038 3.702 -2.974
H 1.685 3.747 -1.233
H -0.261 2.391 -1.795
H 0.034 2.657 -3.363
C -1.225 2.191 0.981
C -1.019 0.705 1.259
C -2.143 0.076 2.080
C -2.334 0.672 3.475
C -1.099 0.621 4.372
C -0.612 -0.798 4.652
H -1.241 2.780 1.900
H -0.420 2.576 0.356
H -2.168 2.362 0.455
H -0.058 0.556 1.758
H -0.942 0.176 0.308
H -1.964 -1.000 2.164
H -3.085 0.180 1.529
H -3.152 0.138 3.971
H -2.665 1.711 3.386
H -1.339 1.110 5.320
H -0.289 1.203 3.925
H -1.401 -1.395 5.116
H 0.244 -0.793 5.328
H -0.303 -1.305 3.737
C -5.415 -1.877 3.586
C -6.813 -2.163 3.046
C -6.821 -2.523 1.561
C -6.268 -1.435 0.638
C -6.973 -0.084 0.746
C -8.454 -0.138 0.382
H -4.966 -1.014 3.093
H -5.444 -1.663 4.655
H -4.753 -2.732 3.432
H -7.456 -1.297 3.225
H -7.256 -2.991 3.607
H -7.841 -2.778 1.262
H -6.229 -3.432 1.414
H -6.335 -1.789 -0.395
H -5.202 -1.295 0.837
H -6.467 0.622 0.083
H -6.859 0.317 1.757
H -8.590 -0.517 -0.633
H -8.905 0.854 0.432
H -9.013 -0.786 1.059
*
```

Values from the calculation:
- F_max (eV/Å) = 2.2
- LUMO level (eV) = 2.249
- E (Ha) = -1217.2330
- orbital gap (eV) = 6.97


No. 11
# C6H12ClNSi

One molecule with the formula C6H12ClNSi (ωB97M-V/def2-TZVPD, OMol25).

ORCA input file:
```
! wB97M-V def2-TZVPD RIJCOSX def2/J DEFGRID3
* xyz 0 1
C -0.276 -2.552 -1.513
C 0.788 -0.863 2.514
C -0.930 -1.404 -1.430
C -0.064 -1.360 1.638
C 1.401 1.210 -0.421
C -0.626 2.488 -0.439
N -0.022 1.201 -0.183
Si -0.892 -0.257 0.074
Cl -2.790 0.241 0.595
H -0.297 -3.177 -2.394
H 0.310 -2.926 -0.688
H 1.185 -1.443 3.336
H 1.139 0.156 2.453
H -1.500 -1.079 -2.298
H -0.412 -2.378 1.723
H 1.864 2.029 0.136
H 1.840 0.270 -0.097
H 1.623 1.353 -1.485
H -1.710 2.410 -0.422
H -0.317 3.213 0.323
H -0.316 2.866 -1.420
*
```

Values from the calculation:
- F_max (eV/Å) = 3.0
- LUMO level (eV) = 0.889
- E (Ha) = -1040.2779
- orbital gap (eV) = 9.62
- SMILES = C=C[Si](Cl)(C=C)N(C)C


No. 12
# C6H12O

C6H12O as an isolated structure (ωB97M-V/def2-TZVPD, OMol25).

ORCA input file:
```
! wB97M-V def2-TZVPD RIJCOSX def2/J DEFGRID3
* xyz 0 1
C -0.577 2.344 -1.795
C 0.305 -0.141 -1.263
O 0.041 1.611 -0.732
C -0.538 -0.860 -0.278
C 0.047 -2.173 0.208
C -0.224 -1.099 1.206
C 0.909 -0.400 1.923
H -0.101 1.990 -2.707
H -0.405 3.414 -1.647
H -1.650 2.133 -1.851
H 1.338 -0.135 -0.870
H -0.547 1.579 0.038
H -1.601 -0.923 -0.519
H 1.085 -2.371 -0.054
H -0.590 -3.052 0.181
H -1.108 -1.264 1.823
H 1.725 -0.157 1.235
H 1.320 -1.033 2.717
H 0.572 0.536 2.387
*
```

Values from the calculation:
- F_max (eV/Å) = 0.4
- LUMO level (eV) = 0.738
- E (Ha) = -310.8730
- orbital gap (eV) = 8.09


No. 13
# C6H11NO

One molecule with the formula C6H11NO (ωB97M-V/def2-TZVPD, OMol25).

ORCA input file:
```
! wB97M-V def2-TZVPD RIJCOSX def2/J DEFGRID3
* xyz 0 1
C 0.421 2.855 0.101
O -0.939 2.716 0.453
C 1.092 1.531 -0.135
C 0.418 0.524 0.912
C 0.361 -0.872 0.437
C -0.414 -1.304 -0.564
N -0.885 -2.588 -0.547
C -0.197 -3.653 -0.840
H 0.442 3.343 -0.855
H 0.974 3.533 0.863
H -1.042 1.746 0.384
H 0.723 1.129 -1.119
H 2.183 1.584 -0.066
H -0.463 0.713 1.547
H 0.920 0.467 1.824
H 0.759 -1.633 1.211
H -1.071 -0.626 -1.175
H 0.904 -3.634 -1.118
H -0.705 -4.723 -0.754
*
```

Values from the calculation:
- F_max (eV/Å) = 4.3
- LUMO level (eV) = 0.941
- E (Ha) = -365.0816
- orbital gap (eV) = 9.62
- SMILES = C=N/C=C/CCCO


No. 14
# C12H18FN4O9S

A 2-piece molecular cluster, C12H18FN4O9S overall (ωB97M-V/def2-TZVPD, OMol25).

ORCA input file:
```
! wB97M-V def2-TZVPD RIJCOSX def2/J DEFGRID3
* xyz -1 1
C -3.179 -4.218 3.265
C -2.594 -4.060 1.770
O -2.872 -2.770 1.146
C -2.143 -1.688 1.757
C -0.625 -1.513 1.228
C -0.468 -0.285 0.207
N -1.269 0.940 0.110
C -0.719 1.693 -1.014
N -1.248 2.865 -1.412
C -0.836 3.720 -2.546
C 0.462 4.620 -2.282
O 1.352 4.612 -3.185
O 0.672 5.461 -1.150
C 1.672 4.923 -0.254
C 3.201 4.707 -0.668
O 1.275 4.661 0.915
N 0.418 1.032 -1.606
C 1.357 1.346 -2.704
C 2.388 0.188 -3.080
O 2.103 -0.920 -3.545
F 3.786 0.491 -2.886
N 0.498 -0.120 -0.853
H -3.640 -3.220 3.622
H -3.931 -5.079 3.381
H -2.274 -4.406 3.961
H -1.473 -4.334 1.729
H -3.119 -4.858 1.114
H -2.146 -1.694 2.902
H -2.701 -0.718 1.450
H 0.033 -1.283 2.152
H -0.240 -2.511 0.805
H -2.049 3.212 -0.849
H -0.734 3.102 -3.518
H -1.706 4.455 -2.760
H 3.420 5.059 -1.748
H 3.943 5.239 0.039
H 3.380 3.563 -0.649
H 0.808 1.625 -3.684
H 1.974 2.275 -2.410
H 1.165 -0.903 -0.911
O 1.050 -4.864 3.893
S 1.214 -5.045 2.434
O 2.504 -5.709 2.157
O 1.186 -3.717 1.768
O 0.104 -5.873 1.908
*
```

Values from the calculation:
- F_max (eV/Å) = 5.8
- LUMO level (eV) = 0.054
- E (Ha) = -1862.0565
- orbital gap (eV) = 2.11


No. 15
# C47H56N5OSe2W

C47H56N5OSe2W as an isolated structure (ωB97M-V/def2-TZVPD, OMol25).

ORCA input file:
```
! wB97M-V def2-TZVPD RIJCOSX def2/J DEFGRID3
* xyz 1 1
W -0.354 -0.749 -0.297
C -3.545 -5.411 -1.814
C -3.890 -5.075 -0.355
C -3.445 -3.695 0.007
C -4.200 -2.577 0.216
C -5.690 -2.469 0.192
C -6.302 -2.766 1.569
C -3.289 -1.514 0.514
C -3.652 -0.246 0.903
C -2.779 0.776 1.214
C -3.186 2.059 1.715
C -4.581 2.465 2.066
C -4.926 2.072 3.510
C -2.049 2.793 1.871
C -0.964 1.955 1.443
C 0.357 2.349 1.392
C 1.417 1.535 1.062
N 1.315 0.182 0.791
C 2.618 -0.241 0.643
C 2.984 -1.566 0.575
C 2.103 -2.618 0.648
N 0.731 -2.499 0.646
C 0.285 -3.795 0.549
C -1.009 -4.166 0.258
C -2.078 -3.306 0.185
N -1.981 -1.955 0.447
C 1.372 -4.734 0.627
C 2.512 -3.995 0.667
C 3.923 -4.474 0.775
C 4.392 -4.479 2.237
C 1.208 -6.219 0.677
C 0.602 -6.681 2.009
C 3.533 0.853 0.747
C 2.785 1.959 1.029
C 3.258 3.364 1.228
C 3.074 4.205 -0.041
C 5.024 0.757 0.691
C 5.608 0.478 2.084
N -1.414 0.717 1.060
C -1.916 4.192 2.384
C -1.862 5.224 1.251
H -3.729 -6.466 -2.018
H -2.499 -5.194 -2.029
H -4.154 -4.816 -2.494
H -3.413 -5.796 0.314
H -4.966 -5.162 -0.206
H -6.074 -3.182 -0.538
H -5.988 -1.474 -0.140
H -5.954 -3.730 1.942
H -7.389 -2.795 1.499
H -6.023 -2.002 2.295
H -4.711 -0.041 0.994
H -5.297 2.006 1.382
H -4.674 3.545 1.950
H -4.944 0.987 3.621
H -5.903 2.464 3.791
H -4.181 2.470 4.200
H 0.585 3.372 1.662
H 4.038 -1.797 0.513
H -1.199 -5.217 0.089
H 4.584 -3.846 0.175
H 3.987 -5.483 0.367
H 4.407 -3.466 2.641
H 5.393 -4.901 2.322
H 3.712 -5.073 2.848
H 2.180 -6.694 0.545
H 0.574 -6.543 -0.152
H 1.280 -6.463 2.835
H 0.419 -7.756 1.992
H -0.343 -6.177 2.209
H 4.312 3.354 1.507
H 2.714 3.825 2.055
H 3.666 3.800 -0.864
H 3.388 5.235 0.135
H 2.028 4.210 -0.348
H 5.428 1.696 0.311
H 5.332 -0.029 -0.001
H 5.289 1.244 2.791
H 6.698 0.469 2.049
H 5.268 -0.489 2.457
H -1.016 4.269 2.998
H -2.765 4.414 3.032
H -1.058 4.991 0.551
H -1.687 6.222 1.654
H -2.802 5.236 0.699
Se -4.211 0.551 -3.022
C -2.823 0.208 -2.092
N -1.886 -0.008 -1.410
Se 0.275 -1.939 -2.217
C 3.402 5.146 -5.541
C 2.607 4.342 -4.562
C 3.011 3.071 -4.172
C 2.276 2.306 -3.282
C 2.783 0.949 -2.914
C 1.055 2.830 -2.781
C 0.195 2.098 -1.909
O 0.421 1.004 -1.388
C 0.639 4.136 -3.162
C -0.620 4.768 -2.629
C 1.428 4.864 -4.025
H 4.361 4.680 -5.760
H 3.572 6.154 -5.163
H 2.846 5.240 -6.476
H 3.928 2.662 -4.579
H 3.779 0.783 -3.321
H 2.126 0.179 -3.324
H 2.808 0.800 -1.834
H -0.767 2.565 -1.666
H -1.503 4.166 -2.849
H -0.764 5.746 -3.081
H -0.564 4.908 -1.547
H 1.125 5.866 -4.306
*
```

Values from the calculation:
- F_max (eV/Å) = 1.4
- LUMO level (alpha / beta) (eV) = -3.948 / -3.954
- E (Ha) = -7043.4665
- orbital gap (alpha / beta) (eV) = 5.58 / 5.57